Computed, not measured: a 3-piece molecular cluster, C14H26N3O2 overall at a distorted geometry, with ωB97M-V with the def2-TZVPD basis set.

Geometry as XYZ:
```
45
Properties=species:S:1:pos:R:3:lowdin_charge:R:1
H 2.3279 0.0872 -6.8211 0.116
H 1.4307 -2.7583 -4.3271 0.117
C -1.2354 -0.3141 3.1064 -0.046
N -0.4647 -3.3959 4.9522 0.126
H 1.5127 -3.1734 5.6366 0.167
H 0.2888 3.9672 -0.4029 0.120
C -2.1132 0.4869 4.1089 -0.380
H -2.3689 -2.8052 3.9034 0.151
C 0.8385 3.0224 -0.3509 -0.194
H -1.8895 -0.6763 2.2953 0.134
H 1.3454 -0.8981 4.4160 0.191
N -2.4725 -0.0598 5.1978 0.132
H -1.2601 2.1743 -1.9338 0.120
H 0.1219 -0.7584 -6.2121 0.116
C 0.8738 2.3277 -1.7027 -0.170
O 1.5198 -0.7905 -3.7401 -0.164
H 1.6771 1.0294 -4.6877 0.113
H -0.4410 0.3137 2.6695 0.117
C 0.6798 -2.7542 5.0778 -0.061
H 0.9560 -2.2552 -6.6463 0.115
H 3.1126 -1.2901 -6.0396 0.117
H -1.5286 0.9772 0.1190 0.109
H -2.2372 2.5278 4.7249 0.089
C -1.3420 -2.6260 4.2034 0.010
N 0.6017 -1.5833 4.4512 0.181
C -0.4159 1.5271 -1.6813 -0.164
C 0.9643 -1.4084 -5.9615 -0.171
H 1.8337 3.2224 0.0472 0.118
H 3.2240 0.2811 -4.2420 0.118
H -0.1431 -1.9548 -4.1579 0.114
H 0.9438 3.0256 -2.5359 0.118
H 1.7286 1.6482 -1.7530 0.114
H -3.6370 1.9538 3.7956 0.091
H -0.4175 0.6806 -2.3674 0.105
C 2.2583 -0.6105 -5.9877 -0.170
H -2.0841 2.3907 2.9352 0.075
C 2.2262 0.0826 -4.6360 -0.208
H -3.0311 0.6080 5.7349 0.072
C 0.8842 -1.8257 -4.5030 -0.206
C -0.4995 1.1094 -0.2247 -0.222
C -0.6601 -1.4834 3.8919 -0.220
H 0.0526 0.1784 -0.0454 0.115
C -2.5342 1.9476 3.8341 -0.023
O 0.1305 2.1447 0.5403 -0.166
H -0.7571 -4.2923 5.3187 0.186
```

DFT total energy	-23498.002	eV
relative energy (zero: lowest compared OMol25 entry of this formula, charge and spin)	28.8	kcal/mol
LUMO level	-0.0972	Ha
net charge	+1
Kohn-Sham gap	8.6	eV

Computed, not measured: C14H26N4OS as an isolated structure at a distorted geometry, with ωB97M-V with the def2-TZVPD basis set.

Geometry as XYZ:
```
46
Properties=species:S:1:pos:R:3:lowdin_charge:R:1
H -3.7831 0.8108 2.1847 0.079
H 6.0224 -0.3966 -0.6657 0.224
C -3.3350 1.2433 0.2190 -0.213
H -1.1354 4.8971 0.5528 0.123
C -3.3154 -2.1367 0.5132 -0.302
H 4.0643 -2.0447 -0.0051 0.184
C -2.1260 2.1463 0.2833 -0.251
H 1.4661 0.4871 0.4068 -0.017
C 0.6643 3.7944 -0.0972 -0.246
H -4.2648 1.7932 0.0793 0.104
C 0.2080 -1.9262 -0.3370 -0.661
H -1.6798 2.7675 -1.6007 0.041
C 1.1773 2.9610 -1.1200 -0.113
C 2.1527 -1.4653 0.0572 -0.194
C -3.4588 0.1660 1.4553 -0.171
C -4.1890 -0.9465 0.8011 -0.240
H 1.1479 3.3970 -2.0977 0.102
H -2.8817 3.8189 -0.6789 0.119
H 2.0237 2.7059 -0.9935 -0.049
H -4.7740 -1.2877 1.8329 0.169
H -2.3269 3.0907 1.3834 0.200
C -0.7158 4.4436 -0.4670 -0.150
H -3.1127 0.7087 -0.8086 0.128
H 0.6825 2.0118 -1.4158 0.106
N 3.5836 -1.0976 0.0943 0.143
C -2.4667 -2.0253 -0.7077 -0.490
H -3.2004 -1.9859 -1.5397 0.083
H 1.0728 4.6081 0.1403 0.013
N 1.4485 -2.4591 -0.2547 0.119
H -2.3874 -0.0297 1.4382 0.094
H 5.8241 -0.8904 1.4725 0.101
N -0.0083 -0.7594 -0.1975 0.087
H -2.6247 -2.3183 1.5346 0.179
C 4.1134 0.0055 0.5638 -0.715
H 0.3134 3.2885 1.0628 0.192
H 6.0885 0.8551 0.8282 0.091
S -1.0482 -3.2912 -0.9466 0.850
H -2.1836 -0.8874 -0.8740 0.079
H -4.8068 -0.6541 0.0201 0.085
H -1.2109 1.7584 0.4309 0.014
H -0.9028 5.1273 -1.2222 0.060
C 5.5182 -0.1184 0.6848 -0.023
H -3.8209 -2.9141 0.5243 0.003
N 1.1792 -0.3222 0.3026 0.143
C -1.8824 3.2573 -0.7526 -0.212
O 3.5153 1.0025 0.5229 0.132
```

DFT total energy	-33770.921	eV
relative energy (zero: lowest compared OMol25 entry of this formula, charge and spin)	310.7	kcal/mol
LUMO level	0.0015	Ha
Kohn-Sham gap	8.7	eV

Computed, not measured: C14H26O12Tl as an isolated structure at a distorted geometry, with ωB97M-V with the def2-TZVPD basis set.

Geometry as XYZ:
```
53
Properties=species:S:1:pos:R:3:lowdin_charge:R:1
H -2.3759 2.6324 3.6903 0.127
C 1.1673 2.5870 -1.1252 -0.251
H -0.4660 -1.3203 -2.7583 0.095
C 5.6792 -1.9119 0.7332 -0.347
C 4.4597 -1.0431 -1.2818 0.238
H -3.4238 1.7274 1.0339 0.108
H 2.8668 3.3757 -0.0563 0.127
H -1.6684 -2.8993 -1.1451 0.113
C 5.7106 -1.3304 -0.6445 -0.351
O -0.8436 -0.6287 -2.2083 -0.132
Tl -0.4130 -0.1049 0.6713 1.175
H -1.1018 -4.9130 0.2883 0.126
H -1.1600 1.2110 -3.0613 0.106
O -2.6196 -1.9856 0.4512 -0.141
H -4.0102 0.7237 -1.0189 0.088
H -4.4421 1.6293 2.4662 0.130
O 2.1949 -1.3286 1.5233 0.051
C 3.1830 -1.1129 -0.6084 -0.327
C 4.4173 -2.0226 1.4170 0.251
H -0.6598 3.1010 -0.8916 0.105
O -0.2034 2.2572 -0.9886 -0.139
C -2.6192 2.8111 2.6334 -0.203
H -2.8347 0.2282 3.3345 0.106
H -3.1080 3.7709 2.4765 0.125
O 6.6842 -2.3021 1.2644 0.186
O 6.7381 -0.9590 -1.1400 0.191
C -3.0373 0.3696 -2.6337 -0.212
O -1.3535 2.7352 1.9481 -0.125
H -3.4373 1.2871 -3.0791 0.125
H 1.7257 1.7115 -1.4744 0.111
O -2.7430 0.4144 2.3934 -0.140
O 2.1333 -0.8180 -1.1379 0.087
H -1.5221 -3.8834 1.6683 0.130
H -1.5829 -0.1373 -4.1162 0.130
H 4.4185 -2.5638 2.3567 0.153
H -3.5319 -1.7609 0.2525 0.092
O 1.6551 2.1966 1.1674 -0.123
C 3.1532 -1.6000 0.8337 -0.321
H 4.4380 -0.6879 -2.3056 0.152
C -1.5982 0.2101 -3.0825 -0.220
O -3.0949 0.4904 -1.2030 -0.106
H 1.2994 4.0906 0.3699 0.123
C 1.8132 3.1521 0.1164 -0.221
C -2.2119 -3.1575 -0.2238 -0.242
C -1.1905 -3.8752 0.6231 -0.228
H -3.6787 -0.4508 -2.9776 0.122
H 2.2908 2.3892 1.8623 0.096
O 0.0178 -3.1250 0.5371 -0.132
H 0.6924 -3.5832 1.0471 0.087
H -3.0152 -3.8549 -0.4685 0.131
H 1.3502 3.2598 -1.9791 0.132
H -0.7370 3.3689 2.3255 0.086
C -3.4047 1.6298 2.1245 -0.248
```

DFT total energy	-44191.439	eV
relative energy (zero: lowest compared OMol25 entry of this formula, charge and spin)	0.0	kcal/mol
LUMO level	-0.2580	Ha
net charge	+1
Kohn-Sham gap	5.0	eV

Computed, not measured: C14H27AlBBeBrClNO8 as an isolated structure at a distorted geometry, with ωB97M-V with the def2-TZVPD basis set.

Geometry as XYZ:
```
55
Properties=species:S:1:pos:R:3:lowdin_charge:R:1
O 0.1253 -4.1129 3.6615 -0.052
C -1.5260 -0.3310 1.8441 -0.195
C 0.1891 -2.8679 1.2990 -0.081
H 1.9217 -0.2255 -2.1451 0.118
H -2.0497 2.1265 0.2988 0.155
Al 0.8244 5.7442 3.1930 0.963
C 0.0563 -0.8961 -2.8103 -0.177
O -1.1109 0.1993 0.5676 -0.190
H 1.9931 -1.5862 -3.2534 0.129
Be -2.2058 -2.4588 -0.7015 0.747
C 1.4774 -0.6427 -3.0539 -0.174
O -2.3504 0.1873 -5.4782 0.210
H -0.4156 6.5606 1.7073 -0.036
H -0.9240 6.3287 -0.0372 0.043
H 0.9460 6.4380 0.3502 -0.094
H 0.6634 -1.9651 1.7973 0.115
C -0.1527 4.4313 0.9689 -0.357
C 1.2591 -3.6187 4.3710 -0.244
O -1.1952 -2.6667 0.8660 -0.317
H -2.3686 0.2982 2.3034 0.145
H 1.0391 -2.5923 4.7971 0.140
Cl 0.4809 7.7949 -0.5891 -0.053
O -3.7971 0.5267 -3.8530 0.175
H 1.6739 -4.2530 5.2708 -0.062
C 1.2423 -0.2133 -5.5559 -0.097
H 0.1643 -0.3910 -5.5678 0.056
H 2.7734 0.5561 -4.2733 0.112
O 1.8678 -4.5166 2.1546 -0.041
H -0.0359 -5.1879 1.6323 0.114
H 0.2589 1.8315 -1.0929 0.133
C -0.1070 6.0541 0.7075 -0.509
O -3.6684 -1.3207 -5.0442 0.227
C -1.9537 -1.8569 1.7915 -0.173
N -1.0606 -1.0991 -2.6232 0.165
H -1.1891 4.2338 1.4308 0.125
H -0.6394 -0.1945 2.5645 0.136
C -1.0802 1.6418 0.6681 -0.186
B 0.3957 -4.2410 2.2264 -0.687
H 1.7489 -1.1529 -5.7915 0.079
C -3.3012 -0.1618 -4.7415 -0.964
H 1.4688 0.5011 -6.3500 0.080
H -0.9815 1.8875 1.7845 0.113
H 1.1134 1.9909 0.5187 0.139
C 1.7042 0.3335 -4.2107 -0.253
C 0.1732 2.3079 -0.0540 -0.171
H 1.1928 1.2799 -4.0114 0.114
H 0.7946 -3.0764 0.3475 0.135
H 2.4854 -2.5844 2.8928 0.127
H -1.9946 -2.2860 2.8522 0.163
H 0.6477 4.1732 1.7707 -0.019
O 0.0722 3.7240 -0.2522 -0.130
H 3.4464 -3.9290 3.5579 0.135
C 2.3971 -3.6917 3.1939 -0.153
Br 0.5517 -5.2550 6.5556 0.212
H -3.0469 -1.8786 1.4282 0.110
```

DFT total energy	-123047.587	eV
relative energy (zero: lowest compared OMol25 entry of this formula, charge and spin)	119.5	kcal/mol
LUMO level	-0.1818	Ha
Kohn-Sham gap	1.7	eV

Computed, not measured: C14H27AlBBeCl2F5N3NaO9PS as an isolated structure at a distorted geometry, with ωB97M-V with the def2-TZVPD basis set.

Geometry as XYZ:
```
66
Properties=species:S:1:pos:R:3:lowdin_charge:R:1
F 3.0981 -3.2824 -1.0654 -0.120
C 1.8503 4.9561 5.1129 -0.111
O -1.8553 -0.7675 -5.6337 0.054
C 0.7358 -3.3135 -5.5335 -0.041
F 4.6067 -0.8959 -0.9821 -0.143
H 1.2752 4.5278 5.9294 0.133
H 1.5090 1.9209 2.3568 -0.039
N 3.5252 -5.5837 -1.5445 0.145
C -5.4347 3.0694 1.0396 -0.025
H 0.4016 -4.8784 -1.5216 0.116
H -4.5463 4.5960 3.0846 0.069
C 2.3179 -5.2492 -0.9985 -0.710
F 1.7609 -0.8504 -0.5302 -0.229
H 2.7568 5.4180 5.5107 0.131
H 3.6479 -5.7647 -2.5223 0.090
H -1.2451 -0.1502 1.6679 -0.017
H 1.8073 -3.4296 -5.6547 0.079
C -1.3251 -1.8718 -5.5430 -0.403
Cl 4.2362 -2.6824 2.6594 0.475
O 2.2228 3.9363 4.1886 0.056
H 0.2139 1.6665 -0.3042 0.096
C 2.2013 4.4508 2.9433 -0.587
H -6.7017 3.4684 2.7482 0.132
B 1.0519 0.8484 2.5403 -0.212
O 1.6503 5.6800 2.9471 0.061
O 2.5966 3.8809 1.9705 0.121
H 1.1560 6.9515 4.5082 0.129
Be 0.0273 -0.8163 -2.6266 0.601
P -0.8658 0.7008 2.7066 0.393
N 0.9465 1.6618 -1.0210 0.283
C 2.6711 -3.5439 2.8193 -0.964
C -6.2993 4.0581 1.9025 -0.591
H 0.0002 5.6393 4.1745 0.131
H -4.9379 3.5992 0.2276 0.082
H 1.7537 -0.0738 2.3159 -0.058
H -4.8124 5.6266 1.6636 0.080
O 2.2022 -5.0197 0.1945 -0.004
H -5.8468 5.8068 3.1033 0.072
N 1.2996 -5.1462 -1.8815 0.187
O -7.2055 4.6220 1.1280 -0.010
F -1.4431 -1.5498 2.7858 -0.695
H 1.3738 0.7083 -1.0792 0.037
C 0.0308 -4.4869 -5.1569 -0.366
H 0.5267 1.9188 -1.9093 0.104
Cl 1.3280 -2.4555 3.1973 0.567
H 2.6867 -4.3111 3.5839 0.027
H 4.3070 -5.6432 -0.9201 0.104
C -1.4881 -4.3863 -5.0570 -0.332
C 1.0570 5.9057 4.2286 -0.110
H -6.0660 2.2913 0.6107 0.078
F 2.7511 -1.4742 -2.9221 -0.249
H -3.1336 -2.9603 -5.1804 0.125
H 1.4022 -5.3073 -2.8687 0.064
Na 2.3573 -2.3680 -4.6983 0.471
Al 3.1302 -1.6233 -1.2185 -0.178
C 0.1846 -2.0113 -5.7447 -0.427
H 2.5579 -3.9199 1.8138 -0.037
O 0.8783 -1.0320 -6.0606 0.007
H -1.3722 0.3450 3.9518 -0.026
C -5.3049 5.0943 2.4787 -0.057
O 0.6030 -5.5517 -4.9080 0.031
S -1.5584 2.5586 2.1504 0.000
H 1.6594 2.3298 -0.7541 0.141
C -2.0582 -3.0676 -5.2589 0.128
O -2.1839 -5.3672 -4.8094 0.095
H -4.6724 2.5977 1.6646 0.046
```

DFT total energy	-108700.617	eV
LUMO level	-0.1273	Ha
net charge	-1
Kohn-Sham gap	1.4	eV

Computed, not measured: C14H27BrCl2NPTc as an isolated structure at a distorted geometry, with ωB97M-V with the def2-TZVPD basis set.

Geometry as XYZ:
```
47
Properties=species:S:1:pos:R:3:mulliken_spin:R:1
H 1.3728 2.5061 1.8244 0.000
H -0.1050 3.8439 -1.5110 0.000
C -5.0759 -3.6460 1.6066 -0.028
C -3.3468 -4.7697 2.6906 0.013
Tc -2.3864 -2.4666 0.8279 2.767
P 1.4711 1.2979 -0.8678 0.007
C -0.0377 1.2725 -3.1882 0.001
C 3.2688 0.7432 -0.7264 -0.002
N -3.7560 -3.8443 1.8054 -0.013
H 2.0369 0.7051 -3.1068 0.000
H 2.6678 -0.7001 0.7923 0.001
H 4.4235 -0.4673 0.6409 0.000
C 4.3600 1.7804 -0.9944 0.000
C 1.4067 1.5335 -2.7432 -0.002
H 3.0429 2.9201 1.3559 0.000
Cl -2.4620 -1.0965 2.5724 0.192
H -0.7139 2.0704 -2.8549 0.000
H -3.8604 -6.2545 4.1439 0.000
H 2.3076 3.5956 -0.8982 0.000
H -2.2655 -4.8889 2.7771 0.007
H -5.3479 -2.8878 0.8753 -0.006
C 1.5600 3.0851 -0.2719 0.000
H -1.2444 -3.4206 1.4780 -0.088
H 4.3031 2.6379 -0.3107 0.000
C 1.9876 3.1675 1.1972 0.000
H 4.3430 2.1479 -2.0277 0.000
H 1.8386 4.1982 1.5497 0.000
C -4.2533 -5.5244 3.4424 -0.006
C -6.0304 -4.3681 2.3434 -0.004
H 3.3265 -0.0238 -1.5163 0.000
Cl -0.8182 -1.6830 -0.5286 0.138
H 0.2223 4.7592 -0.0325 0.000
Br -7.8809 -3.9957 2.1013 0.000
H 2.9918 3.0306 -3.0809 0.000
C 3.4534 0.0460 0.6280 -0.001
H -1.8744 -3.9751 0.5126 0.010
H 3.4383 0.7590 1.4613 0.000
H 1.8838 2.7584 -4.4296 0.000
C -5.6228 -5.3155 3.2802 0.011
C 1.9425 2.8391 -3.3353 0.000
H -6.3602 -5.8557 3.8610 0.000
H -0.4055 0.3203 -2.7921 0.002
C 0.1906 3.7472 -0.4607 0.000
H 1.3416 3.7081 -3.0354 0.000
H 5.3334 1.2960 -0.8402 0.000
H -0.5887 3.1823 0.0694 0.000
H -0.0782 1.2322 -4.2845 0.000
```

DFT total energy	-123019.911	eV
multiplicity	4
LUMO level (spin up / spin down)	-0.0208 / -0.0321	Ha
Kohn-Sham gap (spin up / spin down)	7.0 / 7.0	eV

Computed, not measured: C14H27Cl3IrNP as an isolated structure at a distorted geometry, with ωB97M-V with the def2-TZVPD basis set.

Geometry as XYZ:
```
47
Properties=species:S:1:pos:R:3:mulliken_spin:R:1
C 1.0003 0.2973 -2.2126 0.001
C -1.2897 -2.8504 -0.1934 0.025
H 0.4838 2.2832 -2.8410 0.017
H -0.2709 2.0799 -0.2263 0.217
H 2.7011 -0.9105 -0.4044 0.013
P 0.3666 -0.6782 -0.7418 0.044
H -1.5591 -1.1423 -3.1929 0.002
C 1.6064 -0.5097 -3.3504 0.005
H 2.5704 -0.9377 -3.0931 0.000
H 2.0318 -2.7975 -2.0675 0.000
H -0.8646 1.4287 -2.1076 -0.054
C -0.3448 2.2700 3.5177 0.191
C -0.7759 -2.0165 -1.3622 -0.003
Ir -0.3938 0.8865 0.8758 1.747
C -0.0011 1.3107 -2.7559 0.054
H -2.5954 -2.3421 -2.4471 -0.002
H 2.2115 -1.0645 1.8695 -0.008
C -1.6711 4.1700 4.1850 0.436
H 3.2243 -3.1935 -0.8482 0.000
C 1.9073 -1.6303 -0.2018 -0.005
H -1.9589 4.9096 4.9212 0.046
C 1.9624 -1.9436 1.2878 0.040
H -2.2053 -3.3634 -0.4898 -0.003
H -2.4906 -0.7321 -1.7540 0.003
H 1.7652 0.1430 -4.2095 -0.001
H 1.5701 -3.7315 -0.6547 0.001
H 1.8002 0.8583 -1.7244 0.007
C -2.2732 4.1704 2.9261 -0.064
Cl 1.9592 1.5550 1.0456 0.288
Cl 0.0748 3.2024 6.0608 0.004
H -0.5788 -3.6093 0.1212 0.000
H -0.3550 1.0395 -3.7466 0.003
N -0.9428 2.2835 2.2938 0.279
H -0.1455 -2.6560 -1.9805 -0.001
C -1.8903 3.2122 1.9846 0.212
H 0.1961 -0.1096 2.0211 0.207
H -2.3493 3.2081 1.0053 0.035
H 2.7360 -2.6923 1.4652 0.003
H 1.0239 -2.3475 1.6604 -0.012
C -0.6982 3.2148 4.4862 -0.131
H 0.4092 1.5275 3.7405 0.059
C 2.1844 -2.9023 -0.9988 -0.002
H -3.0276 4.9067 2.6812 -0.001
C -1.9163 -1.5144 -2.2379 0.008
H -1.5151 -2.2252 0.6640 -0.016
Cl -2.6204 0.2573 0.7084 0.355
H 0.9487 -1.3140 -3.6789 0.000
```

DFT total energy	-66140.589	eV
multiplicity	5
LUMO level (spin up / spin down)	0.0986 / 0.0514	Ha
net charge	-1
Kohn-Sham gap (spin up / spin down)	3.9 / 6.7	eV

Computed, not measured: C14H27ClINO5 as an isolated structure at a distorted geometry, with ωB97M-V with the def2-TZVPD basis set.

Geometry as XYZ:
```
49
Properties=species:S:1:pos:R:3:lowdin_charge:R:1
H 0.3749 -3.0397 -0.3646 0.089
H -1.5010 -3.1260 -1.9457 0.085
C 1.2065 0.2414 -0.7433 -0.021
H -1.9891 -2.2297 0.9379 0.139
H 0.9749 2.0752 2.1537 0.131
C 1.0539 0.5533 0.6866 -0.308
H 7.6955 1.2456 1.4180 0.083
H -6.0899 -0.7451 -3.1842 0.082
H 5.4558 0.1331 1.0232 0.096
C -6.6936 -0.0495 -0.5666 -0.063
H -1.8882 -1.4893 -1.4273 0.078
C -5.2399 -0.3946 -2.5920 -0.060
H -2.7292 -4.5952 0.5331 0.082
H 7.4239 2.2485 2.8284 0.090
O 2.9406 3.1155 1.0257 -0.089
N 5.2640 3.3407 1.1791 0.005
C 0.8290 2.0148 1.0755 -0.020
C -2.0312 -2.5443 -1.1855 -0.058
H -3.0954 -2.7758 -1.2480 0.064
O 2.3391 0.2478 0.2295 -0.085
C 7.2689 2.1925 1.7450 -0.027
H 1.2723 -0.7828 -1.0694 0.100
H -1.1361 -4.9530 -0.1541 0.082
O -5.5465 -2.1422 -0.9507 -0.067
H -4.5752 -0.4124 -0.5512 0.133
H -4.3461 -0.8914 -2.9705 0.072
O 1.4890 3.5027 -0.6661 0.078
I 4.0141 5.6267 -0.1157 0.824
H -5.1328 0.6798 -2.7466 0.082
H -1.2795 -4.5242 1.5504 0.079
C 5.7927 2.2168 1.4670 -0.397
H 7.7573 3.0569 1.3064 0.082
H -6.8260 -0.3007 0.4857 0.079
Cl 4.3390 2.6053 -1.1829 0.673
H -7.5824 -0.3922 -1.1037 0.081
H 1.2214 1.0797 -1.4299 0.109
C 4.1305 3.4902 0.3552 -1.216
O -0.1003 -2.5005 0.2772 -0.067
C -1.6746 -4.3183 0.5554 -0.058
C -5.4506 -0.7257 -1.1227 -0.504
C 5.0822 0.9160 1.6850 -0.023
H 5.3179 0.6072 2.7083 0.097
H -0.1959 2.2413 0.7884 0.136
H -6.3136 -2.4415 -1.4508 0.088
H 4.0084 0.9913 1.5805 0.050
H 0.5138 -0.1654 1.2918 0.134
C 1.7676 2.9352 0.3476 -0.529
C -1.4844 -2.8533 0.1978 -0.487
H -6.6319 1.0354 -0.6610 0.081
```

DFT total energy	-47304.244	eV
LUMO level	0.0153	Ha
Kohn-Sham gap	9.2	eV